Here is a molecular structure, C10H19CuNO14 from OMol25. Energies are from ωB97M-V with the def2-TZVPD basis set.

CARTESIAN COORDINATES (ANGSTROEM)
Cu 0.456 0.589 0.400
O -1.237 2.383 3.201
C -1.731 1.254 2.597
O -3.001 1.154 2.633
O -0.994 0.411 2.044
H -2.076 2.616 3.648
O 1.518 3.449 3.322
C 2.099 2.700 2.321
O 3.314 2.495 2.436
O 1.332 2.220 1.429
H 0.570 3.232 3.274
O 2.561 1.764 -3.315
C 2.776 1.402 -1.997
O 3.843 1.653 -1.430
O 1.746 0.905 -1.425
H 1.608 1.596 -3.361
O 2.898 -2.896 1.274
C 2.695 -1.525 1.304
O 3.656 -0.800 1.484
O 1.480 -1.201 1.002
H 1.982 -3.165 1.080
C -1.255 3.546 0.079
O -0.916 2.231 -0.291
C -2.034 1.529 -0.806
C -1.487 0.293 -1.573
N -1.079 -0.739 -0.625
C -0.568 -1.858 -1.421
C -0.389 -3.125 -0.582
O -1.252 -4.165 -1.092
C -0.541 -5.319 -1.459
H -0.353 4.074 0.372
H -1.970 3.513 0.910
H -1.818 4.123 -0.667
H -2.517 2.172 -1.552
H -2.767 1.255 -0.040
H -0.707 0.671 -2.232
H -2.321 -0.108 -2.167
H -1.846 -1.082 -0.059
H 0.467 -1.707 -1.740
H -1.145 -2.056 -2.327
H -0.543 -2.976 0.495
H 0.653 -3.444 -0.467
H 0.216 -5.255 -2.251
H -1.333 -5.999 -1.782
H 0.010 -5.808 -0.645

Its multiplicity is 2. Its largest force on an atom is 3.5 eV Å⁻¹. The relative energy (zero: lowest compared OMol25 entry of this formula, charge and spin) is 177.0 kJ/mol. The calculation puts the total energy at -85474.856 eV. The net charge is -2. The HOMO energy (alpha / beta) is -2.16 / -2.12 eV.

=====

Here is 11 unconnected molecules or ions with the total composition C45H110N2O11 from OMol25. Energies are from ωB97M-V with the def2-TZVPD basis set.

CARTESIAN COORDINATES (ANGSTROEM)
C 1.110 5.598 6.054
C -0.152 5.266 5.244
C -1.212 4.754 6.229
C -0.616 6.553 4.578
C -1.535 6.252 3.414
C -0.943 5.300 2.391
C -0.508 3.961 3.015
C -1.704 3.026 3.225
C 0.472 3.287 2.046
N 0.252 4.269 4.245
O 0.790 3.091 4.806
H 1.902 5.995 5.417
H 0.887 6.420 6.745
H 1.442 4.771 6.681
H -1.517 5.548 6.913
H -2.114 4.434 5.698
H -0.930 3.882 6.822
H -1.239 7.113 5.284
H 0.201 7.245 4.372
H -2.469 5.786 3.746
H -1.843 7.197 2.955
H -0.103 5.776 1.878
H -1.723 5.091 1.652
H -1.968 2.560 2.278
H -2.542 3.559 3.685
H -1.497 2.305 4.019
H 1.418 3.819 1.963
H -0.075 3.204 1.104
H 0.637 2.273 2.404
H 1.743 3.225 4.741
C 3.726 -3.090 -5.711
C 2.807 -2.606 -4.565
C 1.363 -2.977 -4.956
C 3.164 -3.356 -3.284
C 4.374 -2.806 -2.554
C 4.238 -1.315 -2.290
C 3.994 -0.503 -3.574
C 3.387 0.824 -3.111
C 5.284 -0.298 -4.360
N 2.892 -1.163 -4.312
O 2.413 -0.449 -5.450
H 3.505 -2.610 -6.666
H 4.774 -2.957 -5.441
H 3.564 -4.160 -5.848
H 1.215 -2.894 -6.037
H 1.098 -4.013 -4.746
H 0.660 -2.290 -4.480
H 2.277 -3.484 -2.656
H 3.409 -4.401 -3.510
H 4.439 -3.304 -1.584
H 5.268 -3.002 -3.150
H 5.174 -0.973 -1.839
H 3.442 -1.152 -1.560
H 3.253 1.548 -3.920
H 4.066 1.309 -2.402
H 2.422 0.729 -2.615
H 5.745 -1.255 -4.617
H 6.055 0.277 -3.854
H 5.043 0.151 -5.329
H 3.126 -0.548 -6.104
C -2.631 -3.384 2.545
C -2.406 -4.084 3.888
C -3.191 -3.446 5.047
O -2.998 -5.376 3.699
H -2.342 -2.337 2.520
H -3.683 -3.496 2.299
H -2.022 -3.887 1.789
H -1.346 -4.123 4.147
H -2.978 -4.055 5.934
H -4.256 -3.514 4.829
H -2.900 -2.436 5.337
H -3.080 -5.771 4.575
C 5.076 -0.983 1.538
C 4.068 0.114 1.745
C 2.810 -0.319 2.552
O 4.647 1.167 2.525
H 5.489 -1.383 2.466
H 5.965 -0.535 1.077
H 4.801 -1.781 0.847
H 3.665 0.441 0.776
H 3.149 -0.438 3.582
H 2.462 -1.247 2.086
H 2.028 0.427 2.570
H 4.881 1.895 1.937
C -0.199 -0.341 0.971
C 0.383 -0.161 -0.432
C 0.638 -1.467 -1.160
O -0.597 0.611 -1.150
H -0.451 0.623 1.410
H 0.578 -0.759 1.616
H -1.064 -0.994 0.862
H 1.305 0.428 -0.335
H -0.296 -1.934 -1.476
H 1.241 -2.141 -0.548
H 1.169 -1.281 -2.100
H -0.338 0.619 -2.089
C -4.601 1.827 -1.859
C -3.450 2.538 -1.177
C -3.832 3.893 -0.583
O -2.927 1.726 -0.131
H -5.307 1.406 -1.144
H -4.146 1.048 -2.480
H -5.201 2.412 -2.560
H -2.681 2.804 -1.913
H -4.245 3.793 0.423
H -4.595 4.391 -1.185
H -2.965 4.556 -0.578
H -2.186 1.190 -0.503
C -1.382 -6.266 -2.527
C -1.389 -5.046 -1.618
C -2.752 -4.353 -1.559
O -0.893 -5.368 -0.327
H -0.347 -6.533 -2.755
H -1.814 -6.077 -3.512
H -1.909 -7.083 -2.033
H -0.748 -4.265 -2.036
H -3.555 -4.995 -1.178
H -2.991 -4.029 -2.571
H -2.722 -3.542 -0.829
H -1.541 -5.956 0.088
C -2.281 0.349 -4.657
C -0.835 0.471 -5.139
C -0.598 1.649 -6.082
O 0.027 0.596 -3.970
H -2.745 -0.392 -5.310
H -2.873 1.262 -4.742
H -2.306 0.071 -3.605
H -0.484 -0.431 -5.646
H -0.820 2.621 -5.640
H -1.330 1.556 -6.893
H 0.406 1.635 -6.502
H 0.867 0.257 -4.322
C -4.926 -1.031 1.122
C -4.889 0.028 2.212
C -3.598 0.029 3.024
O -5.068 1.319 1.652
H -4.098 -0.948 0.420
H -5.855 -0.886 0.563
H -5.065 -1.998 1.606
H -5.674 -0.144 2.952
H -3.577 0.840 3.750
H -2.726 0.172 2.383
H -3.547 -0.928 3.545
H -4.323 1.517 1.045
C 1.015 5.227 -1.229
C 1.101 3.771 -1.711
C -0.071 3.376 -2.612
O 2.337 3.672 -2.424
H 1.941 5.391 -0.676
H 0.181 5.352 -0.535
H 0.994 5.921 -2.068
H 1.131 3.096 -0.855
H -0.028 4.029 -3.495
H -1.006 3.716 -2.154
H -0.199 2.333 -2.887
H 2.192 4.044 -3.301
C 1.608 -3.913 1.859
C 1.677 -5.404 2.190
C 0.739 -5.811 3.316
O 1.371 -6.182 1.049
H 2.147 -3.658 0.950
H 2.025 -3.380 2.720
H 0.569 -3.566 1.807
H 2.715 -5.541 2.511
H 0.881 -5.162 4.185
H 0.961 -6.831 3.630
H -0.289 -5.791 2.952
H 0.587 -5.814 0.598

Its largest force on an atom is 2.0 eV Å⁻¹. The relative energy (zero: lowest compared OMol25 entry of this formula, charge and spin) is 0.0 kJ/mol. The calculation puts the total energy at -73949.468 eV. Its SMILES is CC1(C)CCCC(C)(C)N1O.CC1(C)CCCC(C)(C)N1O.CC(C)O.CC(C)O.CC(C)O.CC(C)O.CC(C)O.CC(C)O.CC(C)O.CC(C)O.CC(C)O. The net charge is 0. The HOMO energy is -7.92 eV.

=====

Here is a single C6H6O molecule from OMol25. Energies are from ωB97M-V with the def2-TZVPD basis set.

CARTESIAN COORDINATES (ANGSTROEM)
C -0.272 -1.532 -0.759
C -0.394 -0.997 0.546
C -0.408 0.457 0.539
C 0.355 0.774 -0.770
C 0.256 -0.587 -1.518
C -0.238 -2.894 2.039
O -0.176 -1.659 1.638
H -1.326 0.891 0.469
H -0.077 0.800 1.485
H -0.054 1.438 -1.503
H 1.336 1.087 -0.589
H 0.355 -0.509 -2.590
H 0.607 -3.160 2.623

Its largest force on an atom is 3.3 eV Å⁻¹. The relative energy (zero: lowest compared OMol25 entry of this formula, charge and spin) is 761.5 kJ/mol. The calculation puts the total energy at -8358.614 eV. The net charge is 0. The HOMO energy (alpha / beta) is -7.97 / -7.97 eV.

=====

Here is a gas-phase ion, C4H7N6 (charge +1) from OMol25. Energies are from ωB97M-V with the def2-TZVPD basis set.

CARTESIAN COORDINATES (ANGSTROEM)
N 3.962 -1.545 0.012
C 2.922 -1.119 0.198
N 1.645 -0.626 0.293
C 1.427 0.724 -0.004
N 2.307 1.488 -0.668
N 0.390 1.413 0.282
C -0.849 1.143 0.543
N -1.492 0.118 0.155
C -2.602 -0.311 -0.197
N -2.960 -1.522 0.122
H 0.898 -1.235 0.594
H 2.019 2.443 -0.707
H 3.082 1.046 -1.194
H -1.180 1.798 1.289
H -3.283 0.193 -0.932
H -3.896 -1.734 -0.242
H -2.391 -2.275 0.457

Its largest force on an atom is 3.3 eV Å⁻¹. The relative energy (zero: lowest compared OMol25 entry of this formula, charge and spin) is 0.0 kJ/mol. The calculation puts the total energy at -13194.191 eV. Its SMILES is N#CN/C(N)=N\C=N\C=[NH2+]. The net charge is +1. The HOMO energy is -13.92 eV.

=====

Here is 11 unconnected molecules or ions with the total composition CH23O11 from OMol25. Energies are from ωB97M-V with the def2-TZVPD basis set.

CARTESIAN COORDINATES (ANGSTROEM)
C 0.022 0.393 -0.095
O -0.349 -0.925 -0.357
H -0.734 1.147 -0.353
H 0.301 0.511 0.967
H 0.961 0.519 -0.659
O -0.890 3.715 0.806
H -1.346 3.914 -0.018
H -1.074 2.778 0.963
O -2.765 -0.944 1.405
H -3.381 -0.863 0.672
H -1.903 -1.132 0.970
O -0.791 -0.235 3.963
H -0.604 0.253 3.153
H 0.023 -0.179 4.474
O 2.168 1.660 2.914
H 3.078 1.954 3.025
H 1.953 1.876 1.997
O -2.437 -2.575 -1.187
H -2.637 -2.289 -2.084
H -1.801 -1.893 -0.849
O 0.788 -2.350 -2.603
H 0.209 -1.900 -1.950
H 1.368 -2.896 -2.063
O 3.001 2.419 -2.306
H 2.189 2.745 -2.706
H 2.864 1.466 -2.237
O 3.148 -1.380 -0.037
H 3.657 -0.910 -0.705
H 2.222 -1.158 -0.232
O -0.052 -3.153 1.447
H 0.268 -3.723 0.743
H -0.145 -2.275 1.015
O -2.295 1.558 -2.955
H -3.113 1.484 -2.451
H -1.904 2.388 -2.665

Its largest force on an atom is 1.9 eV Å⁻¹. The relative energy (zero: lowest compared OMol25 entry of this formula, charge and spin) is 156.5 kJ/mol. The calculation puts the total energy at -23933.965 eV. The net charge is -1. The HOMO energy is -5.28 eV.

=====

Here is a molecular structure, C35H32BrCsN16O3S2 from OMol25. Energies are from ωB97M-V with the def2-TZVPD basis set.

CARTESIAN COORDINATES (ANGSTROEM)
Cs 1.615 -0.275 -0.246
C -1.545 2.181 3.631
C -1.448 1.596 4.882
C -0.842 0.357 5.001
C -0.356 -0.275 3.857
N -0.418 0.309 2.657
C -0.994 1.500 2.555
C 0.275 -1.619 3.915
C 0.030 -2.498 4.969
C 0.632 -3.744 4.965
C 1.453 -4.091 3.905
C 1.642 -3.154 2.901
N 1.079 -1.952 2.901
H -2.033 3.135 3.493
H -1.835 2.098 5.759
H -0.732 -0.097 5.976
H -1.021 1.932 1.559
H -0.636 -2.228 5.776
H 0.455 -4.435 5.779
H 1.928 -5.061 3.864
H 2.276 -3.370 2.048
N 2.592 1.476 3.167
C 2.986 2.412 2.278
N 3.288 3.612 2.771
C 3.724 4.490 1.871
N 4.019 5.731 2.295
N 3.917 4.226 0.570
C 3.593 3.000 0.190
N 3.087 2.056 0.984
C 3.866 2.667 -1.234
C 4.809 3.419 -1.928
C 5.087 3.089 -3.243
C 4.415 2.024 -3.821
C 3.495 1.331 -3.049
N 3.224 1.634 -1.783
H 2.412 1.800 4.101
H 2.092 0.665 2.839
H 3.778 5.998 3.232
H 4.237 6.428 1.607
H 5.306 4.237 -1.429
H 5.819 3.652 -3.806
H 4.607 1.736 -4.845
H 2.956 0.481 -3.456
C -2.182 -1.849 -5.182
C -0.729 -2.141 -5.196
N -0.050 -2.584 -6.197
N 1.231 -2.678 -5.728
C 1.379 -2.300 -4.444
S 2.767 -2.265 -3.544
N 0.098 -1.944 -4.101
N -0.268 -1.531 -2.835
H -2.601 -2.080 -6.157
H -2.362 -0.796 -4.959
H -2.693 -2.446 -4.426
H 1.961 -3.044 -6.311
H -0.812 -2.248 -2.371
H -0.817 -0.677 -2.855
O -10.262 0.192 0.302
S -9.049 -0.104 -0.424
O -8.300 -1.243 0.071
O -9.146 -0.021 -1.877
C -7.918 1.322 -0.197
N -8.380 2.565 -0.076
C -7.477 3.533 -0.071
C -6.112 3.298 -0.175
C -5.732 1.970 -0.312
N -6.636 0.997 -0.313
C -4.339 1.505 -0.505
C -3.294 2.340 -0.890
C -2.050 1.783 -1.136
N -1.789 0.481 -1.026
C -2.791 -0.311 -0.633
C -4.065 0.144 -0.362
H -7.861 4.545 0.014
H -5.398 4.110 -0.134
H -3.445 3.403 -1.024
H -1.220 2.408 -1.453
H -2.554 -1.367 -0.540
H -4.868 -0.522 -0.075
Br 0.930 -4.433 -1.027
C 2.763 -4.349 -0.552
C 3.494 -5.522 -0.457
C 4.824 -5.410 -0.087
C 5.360 -4.153 0.152
C 4.533 -3.051 0.016
N 3.247 -3.148 -0.319
H 3.037 -6.478 -0.667
H 5.437 -6.297 0.011
H 6.395 -4.030 0.438
H 4.908 -2.046 0.177

Its largest force on an atom is 1.0 eV Å⁻¹. The relative energy (zero: lowest compared OMol25 entry of this formula, charge and spin) is 162.8 kJ/mol. The calculation puts the total energy at -159061.429 eV. The net charge is 0. The HOMO energy is -6.85 eV.